(1)
{"formula": "C6H14N2O2", "method": "ωB97M-V with the def2-TZVPD basis set", "species": ["C", "C", "C", "N", "O", "H", "H", "H", "H", "H", "H", "H", "C", "C", "C", "N", "O", "H", "H", "H", "H", "H", "H", "H"], "positions_angstrom": [[6.893, 1.723, 1.665], [5.480, 1.596, 1.116], [5.196, 0.301, 0.340], [4.048, 0.186, -0.264], [6.050, -0.620, 0.321], [6.967, 2.665, 2.233], [7.603, 1.763, 0.823], [7.180, 0.889, 2.328], [4.802, 1.621, 1.991], [5.242, 2.471, 0.481], [3.380, 0.948, -0.125], [3.715, -0.745, -0.526], [-0.720, 6.342, -3.965], [-1.377, 5.096, -4.550], [-2.029, 4.144, -3.497], [-3.335, 3.838, -3.645], [-1.364, 3.796, -2.538], [-1.395, 6.898, -3.292], [-0.437, 7.002, -4.802], [0.192, 6.074, -3.405], [-2.164, 5.287, -5.304], [-0.525, 4.614, -5.067], [-3.919, 4.230, -4.388], [-3.658, 3.027, -3.113]], "forces_ev_per_angstrom": [[0.5, 0.1, -0.3], [-0.5, 0.0, 0.2], [4.6, -1.6, 1.5], [-3.1, 0.3, -0.9], [-1.6, 1.6, 0.1], [0.0, -0.4, -0.2], [-0.1, -0.1, 0.5], [-0.2, 0.3, -0.4], [-0.1, 0.0, -0.5], [0.0, -0.4, 0.3], [0.2, -0.8, -0.3], [0.3, 0.7, 0.0], [-0.3, 0.4, 0.2], [-0.5, -0.7, -0.2], [2.0, 1.5, -0.1], [-0.9, -0.6, -0.3], [-0.3, -0.5, -0.1], [0.3, -0.2, -0.2], [0.0, -0.2, 0.4], [-0.5, 0.1, -0.2], [0.6, 0.4, 0.2], [-0.8, -0.5, 0.2], [0.6, -0.5, 0.5], [0.0, 0.8, -0.3]], "mulliken_charge": [-1.15, -0.32, 0.50, -0.37, -0.66, 0.35, 0.29, 0.28, 0.28, 0.31, 0.22, 0.26, -1.06, -0.26, 0.46, -0.38, -0.60, 0.32, 0.32, 0.26, 0.28, 0.22, 0.21, 0.24], "max_force_ev_per_a": 5.09, "energy_ev": -13525.0300, "homo_ev": -9.43, "de_lowest_kcal_mol": 13.70, "lumo_energy_ev": 0.713, "smiles": "CCC(N)=O.CCC(N)=O", "multiplicity": 1}

---

(2)
{"formula": "C3H3F4I", "method": "ωB97M-V with the def2-TZVPD basis set", "species": ["F", "C", "C", "F", "F", "C", "F", "I", "H", "H", "H"], "positions_angstrom": [[2.042, 0.793, 1.066], [0.897, 0.883, 0.372], [0.361, -0.492, 0.201], [0.125, -1.288, 1.268], [1.263, -1.191, -0.682], [-0.986, -0.480, -0.646], [-1.611, -1.716, -0.432], [-2.419, 1.006, 0.141], [1.034, 1.201, -0.703], [0.204, 1.614, 1.077], [-0.910, -0.331, -1.662]], "forces_ev_per_angstrom": [[1.6, 0.1, 0.2], [-1.8, 1.8, 1.6], [-1.8, -2.0, -2.6], [0.8, 1.0, -0.3], [-0.9, 0.8, 1.5], [-1.1, -1.2, 3.9], [0.7, 1.1, -0.5], [0.4, -0.5, -0.4], [0.0, 0.4, 1.3], [1.4, -2.0, -2.4], [0.5, 0.5, -2.1]], "mulliken_charge": [-0.28, -0.37, 0.80, -0.29, -0.30, -0.48, -0.24, 0.06, 0.30, 0.27, 0.52], "max_force_ev_per_a": 4.22, "energy_ev": -22128.9523, "homo_ev": -10.25, "de_lowest_kcal_mol": 0.00, "lumo_energy_ev": -0.174, "smiles": "FCC(F)(F)[C@@H](F)I", "multiplicity": 1}

---

(3)
{"formula": "CH3ClINO", "method": "ωB97M-V with the def2-TZVPD basis set", "species": ["C", "N", "O", "Cl", "I", "H", "H", "H"], "positions_angstrom": [[0.973, -0.480, -0.257], [-0.892, 0.650, 0.139], [0.037, -0.252, 0.730], [-1.034, 2.161, 0.966], [-2.696, -0.335, 0.143], [1.538, 0.364, -0.446], [0.513, -0.684, -1.180], [1.559, -1.425, -0.094]], "forces_ev_per_angstrom": [[1.1, -2.7, -0.6], [2.3, 0.4, 1.8], [-0.8, 1.4, 0.3], [1.0, 0.6, 0.0], [-4.0, -2.2, -0.8], [1.8, 1.7, 0.0], [-1.1, -0.4, -1.4], [-0.3, 1.1, 0.6]], "mulliken_charge": [-0.63, -0.22, -0.13, -0.04, 0.13, 0.31, 0.31, 0.26], "s_squared": 2.0087, "max_force_ev_per_a": 4.62, "energy_ev": -25239.7592, "homo_ev": [-6.90, -9.55], "de_lowest_kcal_mol": 13.23, "lumo_energy_ev": [0.678, -3.194], "multiplicity": 3}

---

(4)
{"formula": "C4H7NO", "method": "ωB97M-V with the def2-TZVPD basis set", "species": ["C", "C", "C", "N", "C", "O", "H", "H", "H", "H", "H", "H", "H"], "positions_angstrom": [[1.245, 0.125, -1.095], [0.569, -0.760, 0.017], [-0.776, -0.294, -0.357], [-1.470, 0.641, 0.170], [-1.392, 0.726, 1.557], [-0.971, -0.150, 2.285], [0.552, 0.724, -1.714], [1.800, -0.494, -1.791], [1.856, 0.866, -0.584], [0.905, -0.492, 1.020], [0.703, -1.840, -0.121], [-1.088, -0.675, -1.331], [-1.918, 1.605, 1.955]], "forces_ev_per_angstrom": [[0.6, -0.1, 0.0], [0.1, 0.3, -0.4], [-0.6, 0.0, 0.0], [-0.6, -0.8, 0.2], [-0.1, -0.1, 0.5], [-0.3, 0.5, 0.1], [0.1, -0.4, 0.4], [0.4, 0.1, 0.0], [0.3, -0.1, -0.2], [-0.2, 0.0, -0.3], [0.0, 0.4, -0.2], [-0.1, 0.1, -0.1], [0.3, 0.2, 0.1]], "mulliken_charge": [-1.03, -0.27, -0.14, -0.53, 0.04, -0.52, 0.35, 0.31, 0.31, 0.29, 0.32, 0.47, 0.39], "max_force_ev_per_a": 1.02, "energy_ev": -7797.5408, "homo_ev": -9.68, "de_lowest_kcal_mol": 48.51, "lumo_energy_ev": 0.354, "smiles": "CC/C=N\\C=O", "multiplicity": 1}

---

(5)
{"formula": "C2H8S2", "method": "ωB97M-V with the def2-TZVPD basis set", "species": ["C", "S", "C", "H", "H", "H", "H", "H", "H", "S", "H", "H"], "positions_angstrom": [[0.993, -0.831, 1.581], [0.978, 0.352, 0.299], [2.765, 0.769, 0.257], [1.704, -1.696, 1.445], [1.145, -0.430, 2.588], [0.117, -1.414, 1.890], [3.294, -0.093, -0.199], [3.040, 0.712, 1.301], [2.955, 1.803, -0.062], [-2.881, -0.228, -1.213], [-2.740, -0.373, -2.545], [-1.613, -0.134, -0.816]], "forces_ev_per_angstrom": [[0.7, -2.5, 2.3], [-0.3, 0.8, -1.0], [-0.4, -1.1, 0.9], [-0.2, 1.1, -0.1], [0.8, 0.6, -0.2], [-0.8, 0.5, -1.4], [-0.1, 1.1, -0.4], [0.3, 0.3, 0.4], [-0.1, -0.7, -0.5], [-0.9, 0.0, 0.2], [0.5, 0.1, 0.3], [0.4, 0.0, -0.5]], "mulliken_charge": [-0.91, -0.03, -0.79, 0.29, 0.33, 0.33, 0.27, 0.26, 0.31, -0.28, 0.15, 0.08], "max_force_ev_per_a": 3.46, "energy_ev": -23873.3294, "homo_ev": -8.71, "de_lowest_kcal_mol": 18.85, "lumo_energy_ev": 0.873, "smiles": "CSC.S", "multiplicity": 1}

---

(6)
{"formula": "C7H11NO", "method": "ωB97M-V with the def2-TZVPD basis set", "species": ["C", "C", "N", "C", "C", "C", "C", "C", "O", "H", "H", "H", "H", "H", "H", "H", "H", "H", "H", "H"], "positions_angstrom": [[-0.544, -0.908, 1.534], [2.881, -0.645, -0.988], [-0.039, -0.564, 0.204], [0.006, 0.607, -0.220], [2.239, -0.500, 0.365], [-2.299, 0.194, -0.745], [0.307, 1.792, -0.686], [-3.295, 0.402, 0.086], [2.665, -0.829, 1.420], [-2.357, -0.079, -1.795], [-0.918, -0.041, 2.083], [0.278, -1.355, 2.097], [-1.339, -1.641, 1.414], [3.177, 0.340, -1.353], [3.755, -1.301, -0.928], [2.137, -1.046, -1.677], [-0.451, 2.359, -1.213], [1.283, 2.226, -0.518], [-3.142, 0.634, 1.140], [-4.345, 0.355, -0.222]], "forces_ev_per_angstrom": [[0.2, 0.2, -0.1], [0.0, -0.3, 0.0], [0.4, 0.9, -0.2], [-1.3, -1.0, 0.4], [1.2, 0.2, 0.4], [-0.8, 0.3, -0.3], [-0.3, -0.1, -0.1], [0.1, 0.0, 0.2], [-0.1, -0.2, -0.2], [0.2, 0.0, 0.1], [0.0, 0.0, 0.0], [0.0, 0.0, -0.1], [0.0, 0.0, 0.0], [0.0, 0.0, 0.1], [-0.1, 0.0, 0.0], [0.1, 0.0, 0.0], [0.1, 0.0, 0.0], [0.1, -0.1, 0.1], [0.0, 0.1, -0.1], [0.2, -0.1, -0.1]], "mulliken_charge": [-0.87, -1.02, -0.25, 0.73, 0.46, -0.42, -1.01, -0.47, -0.44, 0.31, 0.27, 0.35, 0.34, 0.30, 0.36, 0.27, 0.32, 0.32, 0.19, 0.26], "max_force_ev_per_a": 1.67, "energy_ev": -10967.6314, "homo_ev": [-6.84, -8.14], "de_lowest_kcal_mol": 176.29, "lumo_energy_ev": [0.053, 0.677], "multiplicity": 1}